1.
8
Properties=species:S:1:pos:R:3:forces:R:3 method="wB97M-V/def2-TZVPD" de_lowest_kcal_mol=41.4 multiplicity=1 energy_ev=-16978.3325 smiles="O=PO[C@@H]1C=N1" homo_ev=-9.93
P -0.4050 1.8187 1.0490 -0.7 2.3 -1.4
C -0.5145 -0.2270 -0.5216 1.4 -5.7 0.2
H -1.2507 -0.9968 -0.2092 -0.4 1.6 -0.2
O -0.0366 0.8422 2.0169 0.9 -2.0 2.5
H 1.7170 -0.8791 0.1636 -0.7 -0.7 -1.2
O -0.6700 1.0761 -0.3382 -0.8 2.2 -1.0
C 0.8138 -0.8568 -0.4973 0.1 1.8 0.8
N 0.3461 -0.7773 -1.6632 0.3 0.4 0.4


2.
64
Properties=species:S:1:pos:R:3:forces:R:3 method="wB97M-V/def2-TZVPD" multiplicity=1 energy_ev=-90920.2896 charge=+1 homo_ev=-13.29
H -2.7406 -1.4746 -0.8498 1.4 0.0 1.4
O 1.1320 -1.4849 2.2896 -1.2 -0.8 -0.1
C 2.3936 -1.8396 2.8193 1.1 0.9 0.0
H 2.5266 -1.3577 3.7937 0.0 -0.3 0.0
C 1.2193 4.1109 1.9949 -2.1 -0.8 0.8
C -5.5150 1.0119 3.4506 -0.7 0.6 0.6
H 3.6589 4.9191 2.9360 0.0 0.2 0.0
H 0.7042 1.8963 0.8548 -1.4 -0.5 -2.5
F 3.0225 -3.7856 3.9615 0.0 -0.1 -0.2
O 2.0279 3.4163 -1.8545 -2.2 -3.9 -1.4
H 2.5800 -3.8541 2.0031 0.0 -0.1 0.2
H 1.6862 -1.1672 -2.2577 -1.5 -0.7 2.0
H 1.8000 1.8773 -4.0421 1.4 -1.6 0.5
O 0.1737 3.5825 2.3344 2.2 1.1 -0.8
C 1.0005 -1.5855 -1.3732 2.0 -1.5 -1.9
C -0.0714 1.8187 -0.0351 0.2 -0.9 0.5
H 3.2015 -1.5188 2.1562 -0.3 0.0 0.0
H -3.7910 2.2789 3.1247 -0.3 -0.1 0.1
H -0.9129 -2.3061 -2.4271 2.1 -0.9 0.4
H 2.0619 -3.5895 -2.8943 -2.4 -0.3 -0.6
C 0.0885 -2.7681 -2.0351 -0.6 -0.5 1.5
C -1.0437 -0.5175 -0.1444 3.4 4.9 0.7
H 1.1850 3.5945 -2.3933 1.6 0.2 1.0
H -0.2216 -3.4908 -1.1364 0.5 1.6 -2.0
C -4.0460 1.2339 3.3302 1.0 0.4 0.9
S -1.1545 -3.1475 -5.1799 -2.4 5.1 -5.5
O -1.4854 -3.6081 -6.6207 1.8 0.7 5.6
C 3.0844 4.5592 0.8624 1.1 -0.2 -1.0
C 3.0417 5.3368 2.1333 0.5 1.0 0.2
O 2.3997 1.2088 -3.5559 -2.3 2.7 2.9
C 0.2779 -2.5043 2.6100 -2.3 0.1 -0.1
H 4.0552 4.0839 0.6980 -0.3 -0.1 0.0
H -3.5018 0.9086 4.2209 0.0 -0.1 -0.3
C -4.8528 0.2956 1.4780 -0.1 -1.0 -2.2
H -0.4723 2.9051 -0.1993 0.7 -2.3 0.0
O -5.9314 0.8303 2.1162 0.9 -0.7 -0.4
O 2.0734 3.5915 1.0609 -0.9 0.2 1.0
N 0.2969 -0.4251 -0.7711 -3.8 -1.9 0.4
H 0.6086 -4.8387 -2.8761 0.6 2.6 -0.7
H -5.7890 0.1334 4.0445 -0.1 0.2 0.0
C 0.6411 -3.3445 -4.6864 2.5 -1.8 0.5
O -1.4815 -1.6102 -5.0420 1.3 -5.7 0.8
O -0.9224 -2.4846 2.3935 2.4 0.1 0.3
H 2.8377 5.1671 -0.0146 0.0 0.1 0.3
N -1.2103 0.8976 0.4515 -0.3 -1.6 -3.9
P 2.1319 1.6551 -1.8581 4.8 -0.7 1.0
O -3.7067 0.4402 2.2109 -0.9 -0.4 -0.9
F -6.1301 2.1105 3.9429 -0.1 -0.1 0.1
H 1.3399 -2.4329 -5.0106 -2.4 -1.6 0.5
H 1.0601 -4.2720 -5.3083 -1.2 2.0 1.2
F 3.3769 6.6289 1.9197 0.1 0.0 0.2
H -2.2782 -2.0323 0.7817 0.6 1.3 -0.6
H -0.3934 0.9273 -2.2515 1.9 0.7 1.5
O 3.3045 1.1710 -0.9073 -4.7 1.7 -3.6
Cl -2.4166 -4.2803 -3.9029 1.2 0.6 -0.6
O 0.9326 -3.5474 3.1931 -0.6 0.9 -0.9
H -1.9711 1.2529 -0.1975 -0.2 -0.6 1.7
O -4.9038 -0.2515 0.3890 0.3 1.2 2.2
N -2.0528 -1.4267 -0.0382 0.2 -0.4 -1.4
C 0.8975 -3.7047 -3.1088 -0.1 -0.1 0.6
H 1.7748 -2.1054 -0.6282 -1.8 1.5 -1.3
O 1.6830 5.2862 2.5051 -0.3 -1.2 -0.3
C 0.4192 0.9494 -1.3787 -1.3 1.5 1.3
C 2.2969 -3.3237 2.9185 0.7 -0.6 0.7


3.
16
Properties=species:S:1:pos:R:3:forces:R:3 method="wB97M-V/def2-TZVPD" de_lowest_kcal_mol=64.3 multiplicity=1 energy_ev=-12654.3581 smiles="C[SiH3].C=NC" homo_ev=-9.03
H 0.7290 -0.1859 -1.2830 0.5 0.8 0.3
H -4.1579 -0.1813 -0.6689 0.6 0.1 -1.0
C -2.4906 -0.8780 1.2220 2.0 -0.1 -1.7
H 3.8347 0.3709 0.6480 0.4 0.3 -0.5
H -2.9294 1.1233 -1.3290 -0.9 -2.3 0.6
H 1.7728 1.9997 -0.5305 0.1 2.2 -1.0
C 3.4714 -0.1266 -0.2611 -2.8 0.9 1.9
H -2.7003 -0.5895 -1.8048 -0.3 -0.2 0.9
N -2.3763 -0.0297 0.2867 0.1 0.6 1.3
H 3.9371 0.1673 -1.1464 1.3 0.3 -1.2
C -3.0955 0.0045 -0.9501 0.0 2.2 -0.9
H 1.0584 0.6083 0.9884 -0.3 -0.3 0.4
H -1.8713 -0.6427 2.0806 -0.3 -0.2 0.5
H -2.7174 -1.9313 1.0445 -1.1 0.0 0.3
Si 1.6264 0.6421 -0.3531 1.0 -3.7 0.4
H 3.5700 -1.1676 -0.0167 -0.3 -0.6 -0.4


Number 1: lowest unoccupied orbital energy -0.0082 hartree. Number 2: lowest unoccupied orbital energy -0.1657 hartree. Number 3: lowest unoccupied orbital energy 0.0387 hartree.